No. 1
16
Properties=species:S:1:pos:R:3:forces:R:3:nbo_charge:R:1 method="wB97M-V/def2-TZVPD" e_above_lowest_kcal_mol=92.1 max_force_ev_per_a=5.034 smiles=C[C@@H]1[C@H]2O[C@@H]3[C@H](O2)[C@H]13 total_charge=0 lumo_energy_ev=0.986
C -1.977080 0.059368 0.051919 -2.01 2.55 0.05 -0.624
C -0.625169 -0.148444 -0.462985 1.46 -0.76 -0.80 -0.261
C 0.102670 -1.106344 0.436009 0.61 0.36 -3.03 0.340
C 1.736364 -0.037843 -0.469768 1.69 2.64 -2.92 0.047
C 1.388225 0.637916 0.787164 -0.33 1.23 0.91 0.034
C 0.508354 0.895820 -0.395996 0.32 1.17 -1.75 -0.322
H -2.512698 0.648068 -0.784638 0.00 -1.12 1.67 0.221
H -1.942186 0.693600 0.962997 -0.03 0.02 -0.60 0.219
H -2.499189 -0.837450 0.445360 0.15 0.22 -1.02 0.213
H -0.623572 -0.785766 -1.393234 -0.16 1.38 0.24 0.222
H -0.622053 -1.915401 0.593641 1.45 -0.52 0.77 0.212
H 2.474510 0.078276 -1.325446 -0.39 0.39 1.94 0.229
H 2.011675 1.543402 1.265253 -1.89 -2.75 -0.34 0.242
H 0.673418 1.935808 -0.718925 -0.92 -0.77 -0.63 0.234
O 1.331594 -1.287192 -0.429871 -1.92 -4.55 0.98 -0.514
O 0.575137 -0.373817 1.438525 1.97 0.50 4.53 -0.494

=====

No. 2
47
Properties=species:S:1:pos:R:3:forces:R:3:nbo_charge:R:1 method="wB97M-V/def2-TZVPD" e_above_lowest_kcal_mol=7.7 max_force_ev_per_a=5.577 total_charge=-2 lumo_energy_ev=4.830
O 1.809236 -0.918566 0.159916 -1.24 0.47 -0.98 -0.581
C 0.836886 -0.527609 -0.342593 2.39 -1.09 1.92 0.470
Co -0.601821 0.062617 -1.125530 0.10 0.72 1.30 -0.040
C -1.249807 -1.358407 -1.832957 -0.85 -0.11 -1.28 0.531
O -1.546208 -2.356400 -2.337649 0.13 0.01 0.39 -0.581
C -1.894005 0.480408 0.081446 -1.73 -1.18 0.04 0.542
O -2.874941 0.511224 0.684423 1.18 0.35 -0.62 -0.537
C 0.443173 0.740800 -2.606262 -1.80 -1.94 -1.88 -0.388
C 1.338368 -0.101250 -3.419728 0.48 0.56 -0.58 0.064
C 2.503003 -0.734173 -2.933279 -0.19 -0.12 -0.24 -0.232
C 3.235120 -1.609171 -3.740804 -0.06 0.26 0.01 -0.219
C 2.919601 -1.764938 -5.091486 0.01 0.20 -0.08 -0.261
C 1.843923 -1.049058 -5.616518 -0.01 0.00 0.22 -0.224
C 1.044929 -0.268038 -4.785310 0.06 -0.28 0.02 -0.241
C -0.607245 1.617781 -3.021867 -0.53 -2.60 -2.81 -0.062
C -1.684152 1.822319 -3.791126 0.40 0.50 -0.41 -0.623
Co 0.268768 2.263959 -1.662418 0.85 4.76 2.78 -0.145
C 1.509987 2.311505 -0.434624 2.11 0.05 1.90 0.591
O 2.346605 2.474290 0.343454 -1.02 -0.33 -0.92 -0.530
C -1.108910 2.954097 -0.702657 -0.60 1.11 0.72 0.556
O -1.841922 3.647560 -0.145746 0.62 -1.11 -0.73 -0.530
C 0.791315 3.801788 -2.354045 0.57 0.84 -0.29 0.608
O 1.158306 4.845519 -2.687483 -0.46 -1.00 0.11 -0.550
H 2.821056 -0.562030 -1.910435 -0.11 -0.10 -0.17 0.226
H 4.078800 -2.158465 -3.317961 -0.17 0.22 -0.07 0.197
H 3.530068 -2.392175 -5.744076 -0.15 0.09 0.22 0.189
H 1.622421 -1.081339 -6.680997 -0.02 -0.16 0.11 0.190
H 0.155922 0.210256 -5.188742 0.17 0.08 0.09 0.217
H -2.059536 2.844875 -3.887968 -0.41 -0.39 0.24 0.179
H -2.154123 1.024668 -4.368978 0.24 0.21 -0.10 0.184
C -0.024765 -0.764308 5.960539 0.09 0.05 -0.11 -0.658
C -1.270493 -0.993949 5.110978 -0.31 -0.12 -1.32 0.540
C -2.465500 -1.385968 5.982552 0.16 0.04 -0.38 -0.622
O -1.665562 0.214378 4.427063 -0.25 -0.48 1.20 -0.572
C -1.135667 0.515576 3.184000 0.73 -0.53 -0.93 0.746
O -1.304261 1.648153 2.759260 -0.20 0.37 0.48 -0.694
C -0.456916 -0.520353 2.508114 0.08 -0.26 1.34 -0.694
C -0.279808 -1.812305 3.055653 0.01 1.28 -0.90 0.740
O 0.415416 -2.701383 2.601997 -0.07 -0.74 0.31 -0.682
O -1.052753 -2.081274 4.189237 -0.25 0.20 1.40 -0.578
H 0.843030 -0.524753 5.332460 -0.26 -0.03 0.10 0.236
H -0.215021 0.055884 6.661475 0.09 -0.06 -0.13 0.200
H 0.182663 -1.678408 6.529563 0.03 0.15 -0.12 0.200
H -3.329078 -1.563922 5.333915 0.15 0.06 0.13 0.225
H -2.240343 -2.295600 6.543107 0.02 0.04 -0.03 0.198
H -2.686813 -0.570586 6.674818 -0.02 -0.05 -0.05 0.201
H 0.051055 -0.273228 1.607268 0.04 0.09 0.14 0.214

=====

No. 3
29
Properties=species:S:1:pos:R:3:forces:R:3:nbo_charge:R:1 method="wB97M-V/def2-TZVPD" max_force_ev_per_a=1.131 s_squared=8.78 spin_multiplicity=6 total_charge=0 lumo_energy_ev="-0.601 / -3.772"
Pd 0.828190 3.160776 0.219426 -1.10 0.28 0.00 0.974
S 3.355879 1.061904 2.766356 0.01 -0.22 -0.15 -0.255
Sb 3.053588 3.359314 2.530389 0.00 0.43 0.35 0.878
S 3.237581 3.479953 0.068541 0.08 -0.19 0.19 -0.156
S 0.629360 3.394623 2.545568 0.47 -0.14 -0.24 -0.419
N -1.545858 3.377283 0.037887 0.15 -0.16 -0.02 -0.635
N -1.816541 4.730415 -0.153487 -0.10 0.01 0.02 -0.517
C -0.763966 5.640560 -0.174276 0.11 0.01 0.03 0.858
O -0.998661 6.825300 -0.097420 0.08 0.00 -0.04 -0.626
O 0.430120 5.122039 -0.329146 0.20 0.03 -0.17 -0.710
H -1.833714 2.827653 -0.762329 -0.04 -0.10 0.02 0.385
H -1.961014 3.006299 0.883877 -0.01 0.00 0.04 0.380
H -2.702952 5.098120 0.151431 -0.03 -0.01 -0.01 0.391
F -1.576008 -6.025677 -0.402892 -0.13 -0.02 0.04 -0.324
C -0.298723 -5.669006 -0.627521 0.03 0.06 0.02 0.974
F 0.006847 -6.114082 -1.859408 0.04 -0.03 -0.11 -0.324
F 0.460851 -6.353316 0.239578 0.05 -0.05 0.06 -0.322
C -0.107828 -4.185364 -0.512593 -0.04 -0.01 -0.05 -0.162
C -0.825204 -3.356470 -1.366710 -0.02 0.07 -0.03 -0.166
C -0.662813 -1.985790 -1.293967 -0.03 -0.02 -0.02 -0.183
C 0.223394 -1.426435 -0.367377 0.02 0.17 -0.01 -0.111
C 0.927993 -2.270818 0.488113 0.04 0.00 0.05 -0.134
C 0.763044 -3.645973 0.416075 0.07 0.07 0.08 -0.185
C 0.410451 0.000792 -0.311779 -0.14 -0.51 -0.19 -0.152
C 0.562995 1.203220 -0.334218 0.26 0.33 0.15 -0.358
H -1.507297 -3.787912 -2.089005 0.01 0.02 0.01 0.228
H -1.214269 -1.330879 -1.955660 0.01 -0.03 0.00 0.224
H 1.609145 -1.840019 1.210373 0.00 -0.02 -0.02 0.215
H 1.315413 -4.296505 1.080175 0.00 0.03 -0.01 0.232

=====

No. 4
16
Properties=species:S:1:pos:R:3:forces:R:3:nbo_charge:R:1 method="wB97M-V/def2-TZVPD" e_above_lowest_kcal_mol=48.0 max_force_ev_per_a=1.659 smiles="C=CC[C@@H](N)C=O" total_charge=0 lumo_energy_ev=0.969
O -0.609137 -2.675057 0.616746 0.05 0.08 -0.06 -0.502
C 0.303802 -1.959811 0.290136 -0.81 -0.05 0.43 0.432
C 0.129574 -0.719085 -0.545419 0.71 -0.07 -1.25 -0.156
C 0.451397 0.579704 0.171740 -0.02 0.68 1.02 -0.435
C -0.674982 0.990688 1.119157 1.04 -0.57 -1.16 -0.178
C -1.191954 2.196890 1.029105 -0.91 0.37 0.09 -0.389
N 1.036948 -0.866889 -1.702097 0.47 0.20 0.54 -0.849
H 1.315514 -2.214151 0.620617 0.53 0.11 -0.07 0.115
H -0.893948 -0.682725 -0.899929 -0.44 -0.12 0.24 0.195
H 0.617039 1.379141 -0.551952 -0.22 -0.13 -0.24 0.216
H 1.410203 0.548581 0.700602 0.00 -0.49 0.06 0.216
H -1.029581 0.168625 1.725834 -0.42 0.26 0.35 0.205
H -2.110470 2.512245 1.509662 0.18 -0.11 0.42 0.200
H -0.783963 2.931452 0.349554 0.17 -0.02 -0.13 0.187
H 1.316705 -1.812540 -1.913935 -0.26 -0.02 -0.16 0.368
H 0.712853 -0.377070 -2.519819 -0.06 -0.13 -0.07 0.373

=====

No. 5
15
Properties=species:S:1:pos:R:3:forces:R:3:nbo_charge:R:1 method="wB97M-V/def2-TZVPD" e_above_lowest_kcal_mol=31.1 max_force_ev_per_a=2.058 smiles="C=NC.CSS" total_charge=0 lumo_energy_ev=0.609
C 0.926004 -2.201719 0.301368 -1.17 -1.06 0.16 -0.783
S 1.919976 -1.499170 -1.001287 0.32 0.24 -0.47 0.103
S 0.608571 -0.578392 -2.313260 0.04 0.19 0.55 -0.145
H 0.261433 -1.481880 0.777314 0.19 0.14 -0.02 0.251
H 1.566737 -2.681485 1.039706 0.49 0.49 0.05 0.235
H 0.324866 -3.062356 -0.030065 0.01 0.43 -0.32 0.217
H 0.501958 -1.473956 -3.299600 0.10 -0.37 0.04 0.124
C 0.230802 1.913956 0.612963 0.94 -0.35 -0.95 -0.458
C -2.033254 1.248035 0.598041 -0.18 -1.96 -0.61 -0.060
N -0.820715 0.945599 0.765878 -0.11 0.52 0.43 -0.396
H 0.611860 2.186432 1.589228 -0.16 0.38 0.23 0.213
H 0.020123 2.763809 -0.040309 -0.40 0.32 0.36 0.178
H 1.097068 1.431925 0.129105 -0.30 -0.14 0.15 0.208
H -2.691665 0.377966 0.710099 -0.25 0.40 0.21 0.163
H -2.523763 2.111236 0.160820 0.50 0.77 0.18 0.151

=====

No. 6
14
Properties=species:S:1:pos:R:3:forces:R:3:nbo_charge:R:1 method="wB97M-V/def2-TZVPD" e_above_lowest_kcal_mol=40.3 max_force_ev_per_a=2.364 smiles=CSC[C@H]1CO1 total_charge=0 lumo_energy_ev=1.000
C 2.231498 0.906400 -0.026750 1.80 -0.39 0.48 -0.747
C 0.101600 -0.811084 0.571044 0.54 0.91 -0.10 -0.555
C -0.935025 -0.045691 -0.248115 1.52 -0.30 -1.52 0.052
C -2.325819 -0.512056 -0.411708 0.47 -0.14 -0.22 -0.115
H 1.588380 1.474480 -0.628833 -1.00 0.85 -0.83 0.207
H 2.218031 1.335816 0.997623 0.02 -0.62 -0.48 0.217
H 3.266515 1.052694 -0.465350 -1.13 -0.40 0.62 0.236
H -0.142319 -1.858672 0.671852 -0.27 -0.17 0.29 0.233
H 0.200489 -0.310140 1.543888 -0.15 -0.40 -0.06 0.228
H -0.507298 0.603654 -1.076231 -0.43 -1.05 0.84 0.178
H -2.765374 -0.243414 -1.350697 -0.68 -0.15 -0.29 0.181
H -2.731879 -1.308780 0.196069 0.10 -0.47 -0.44 0.188
O -1.978499 0.575660 0.390338 -0.63 1.72 1.49 -0.490
S 1.779698 -0.858870 -0.163128 -0.16 0.61 0.23 0.188

=====

These records have E values of -10442.731 -117731.472 -68229.616 -8867.131 -26416.329 -17158.702 eV, in the order they appear.